{"formula": "C5H9NO", "method": "the ωB97M-V functional and the def2-TZVPD basis", "gap_ev": 10.58, "molar_mass_g_mol": 99.1, "multiplicity": 1, "e_above_lowest_kj_mol": 86.6, "species": ["C", "C", "N", "C", "O", "C", "C", "H", "H", "H", "H", "H", "H", "H", "H", "H"], "xyz": [[-1.269, 0.598, -1.140], [-0.645, -0.606, -0.464], [0.629, -1.074, -1.021], [1.309, -1.076, 0.163], [2.443, -1.360, 0.464], [0.114, -0.439, 0.900], [0.528, 0.976, 1.347], [-0.531, 1.392, -1.280], [-2.092, 0.991, -0.533], [-1.680, 0.330, -2.121], [-1.376, -1.426, -0.428], [0.930, -1.285, -1.966], [-0.317, -1.037, 1.711], [1.620, 1.055, 1.310], [0.226, 1.211, 2.371], [0.111, 1.750, 0.688]]}



{"formula": "C5H9NO", "method": "the ωB97M-V functional and the def2-TZVPD basis", "gap_ev": 10.29, "molar_mass_g_mol": 99.1, "multiplicity": 1, "e_above_lowest_kj_mol": 284.7, "species": ["C", "C", "N", "C", "C", "C", "O", "H", "H", "H", "H", "H", "H", "H", "H", "H"], "xyz": [[-1.458, -0.159, 1.222], [-1.393, 0.142, -0.248], [-1.395, 1.549, -0.629], [-0.198, 0.749, -0.867], [2.745, -0.416, -0.049], [1.859, -1.354, 0.168], [1.120, -2.219, 0.428], [-0.900, 0.598, 1.781], [-2.491, -0.148, 1.581], [-1.022, -1.140, 1.427], [-1.951, -0.536, -0.889], [-1.895, 1.682, -1.500], [0.074, 0.464, -1.883], [0.632, 1.024, -0.231], [2.606, 0.352, -0.791], [3.668, -0.588, 0.480]]}



{"formula": "C5H9NO", "method": "the ωB97M-V functional and the def2-TZVPD basis", "gap_ev": 10.00, "molar_mass_g_mol": 99.1, "multiplicity": 1, "e_above_lowest_kj_mol": 518.8, "species": ["C", "C", "N", "C", "C", "C", "O", "H", "H", "H", "H", "H", "H", "H", "H", "H"], "xyz": [[-0.034, 1.953, -0.567], [1.033, 1.177, 0.184], [0.491, 0.183, 1.444], [0.965, -0.302, 0.172], [-0.096, -1.037, -0.603], [-0.845, -2.106, 0.062], [-1.443, -0.838, -0.193], [0.299, 2.159, -1.596], [-0.208, 2.925, -0.099], [-0.995, 1.424, -0.648], [1.306, 1.348, 1.297], [-0.513, 0.320, 1.428], [1.899, -0.863, 0.210], [0.037, -1.092, -1.682], [-1.254, -2.930, -0.520], [-0.642, -2.321, 1.112]]}



{"formula": "C5H9NO", "method": "the ωB97M-V functional and the def2-TZVPD basis", "gap_ev": 9.28, "molar_mass_g_mol": 99.1, "multiplicity": 1, "e_above_lowest_kj_mol": 223.0, "species": ["O", "C", "C", "C", "C", "C", "N", "H", "H", "H", "H", "H", "H", "H", "H", "H"], "xyz": [[2.417, -2.771, -1.708], [1.959, -1.622, -1.646], [0.829, -1.174, -0.704], [0.570, 0.306, -0.451], [-0.271, 0.596, 0.689], [-1.533, 1.106, 0.765], [-2.369, 1.238, 1.870], [2.236, -0.789, -2.376], [-0.124, -1.608, -1.043], [1.074, -1.724, 0.223], [1.589, 0.779, -0.212], [0.336, 0.934, -1.312], [0.057, 0.039, 1.539], [-1.955, 1.414, -0.193], [-2.853, 2.053, 1.769], [-1.963, 1.223, 2.789]]}